{"formula": "C39H106N6O11", "method": "ωB97M-V with the def2-TZVPD basis set", "species": ["C", "O", "C", "C", "C", "N", "H", "H", "H", "H", "H", "H", "H", "H", "H", "H", "H", "C", "O", "C", "C", "C", "N", "H", "H", "H", "H", "H", "H", "H", "H", "H", "H", "H", "C", "O", "C", "C", "C", "N", "H", "H", "H", "H", "H", "H", "H", "H", "H", "H", "H", "C", "O", "C", "C", "C", "N", "H", "H", "H", "H", "H", "H", "H", "H", "H", "H", "H", "C", "O", "C", "C", "C", "N", "H", "H", "H", "H", "H", "H", "H", "H", "H", "H", "H", "C", "O", "C", "C", "C", "N", "H", "H", "H", "H", "H", "H", "H", "H", "H", "H", "H", "C", "C", "C", "O", "H", "H", "H", "H", "H", "H", "H", "H", "C", "C", "C", "O", "H", "H", "H", "H", "H", "H", "H", "H", "C", "C", "C", "O", "H", "H", "H", "H", "H", "H", "H", "H", "C", "C", "C", "O", "H", "H", "H", "H", "H", "H", "H", "H", "C", "C", "C", "O", "H", "H", "H", "H", "H", "H", "H", "H"], "coordinates": [[3.97870, 1.51788, 1.09118], [2.84105, 2.35417, 1.19402], [2.43289, 2.57435, 2.51855], [1.24192, 3.49416, 2.47956], [1.69325, 4.85987, 1.98335], [0.58093, 3.60154, 3.78790], [4.03369, 1.10093, 0.08949], [3.86585, 0.72532, 1.88623], [4.87898, 2.09773, 1.33681], [2.08562, 1.63326, 2.93162], [3.19823, 3.05136, 3.13506], [0.47652, 3.02928, 1.77336], [1.88798, 4.82476, 0.91091], [2.59684, 5.10780, 2.58083], [0.98287, 5.59510, 2.28949], [1.16754, 4.09337, 4.48511], [0.55614, 2.64961, 4.15145], [6.55261, -1.50701, -2.11633], [5.51372, -1.71123, -3.07380], [5.16249, -0.53357, -3.70861], [3.72073, -0.53220, -4.15975], [3.46952, -1.69589, -5.12309], [3.52766, 0.77078, -4.81109], [7.51719, -1.17305, -2.52418], [6.79545, -2.49498, -1.65897], [6.15685, -0.82230, -1.34899], [5.28888, 0.31712, -3.00020], [5.76944, -0.28874, -4.56646], [3.06331, -0.68242, -3.33978], [4.04866, -2.58538, -4.86996], [3.66710, -1.46267, -6.16940], [2.41149, -1.96777, -5.15660], [4.13700, 1.00571, -5.55504], [2.56196, 0.95990, -5.05623], [-2.87411, -3.76880, -1.85409], [-2.91373, -2.40578, -1.63409], [-4.15861, -1.91894, -1.13229], [-4.12716, -0.40691, -1.03468], [-5.63739, -0.04316, -0.63794], [-3.69221, 0.15420, -2.31607], [-3.04753, -4.36970, -0.95360], [-1.85769, -4.06832, -2.16965], [-3.58496, -4.11556, -2.71912], [-4.95707, -2.23847, -1.81379], [-4.35319, -2.34616, -0.15180], [-3.43089, -0.15015, -0.24136], [-6.33571, -0.29929, -1.41935], [-5.80368, 1.03186, -0.58562], [-5.87054, -0.54297, 0.30809], [-4.55937, 0.07519, -2.96986], [-3.07265, -0.53404, -2.75634], [-1.59796, -3.29980, 7.26663], [-1.13261, -3.86315, 6.10199], [-1.99747, -3.52828, 5.02739], [-1.71600, -4.38852, 3.79437], [-0.25056, -4.31445, 3.38284], [-2.59438, -4.01416, 2.67306], [-2.59627, -3.73899, 7.51759], [-1.68330, -2.22153, 7.16469], [-0.93763, -3.60246, 8.02952], [-3.08230, -3.68934, 5.35619], [-1.99593, -2.46002, 4.78016], [-1.76648, -5.45020, 4.06343], [0.40542, -4.73170, 4.16031], [0.06654, -3.28251, 3.25741], [-0.04574, -4.88854, 2.44936], [-3.15817, -4.80331, 2.34400], [-2.06133, -3.65263, 1.87323], [-4.18826, 2.77926, 1.39698], [-5.03499, 2.33416, 2.42855], [-4.35062, 1.44912, 3.35706], [-4.51859, -0.06007, 2.99394], [-5.98530, -0.39700, 2.93936], [-3.78341, -0.95533, 3.87827], [-3.23640, 3.15483, 1.77917], [-4.76652, 3.55000, 0.80098], [-3.91143, 1.95029, 0.76016], [-3.28078, 1.71189, 3.46706], [-4.89028, 1.65041, 4.30855], [-4.10234, -0.15839, 1.96244], [-6.49809, -0.55630, 3.87860], [-6.09448, -1.30428, 2.35139], [-6.49931, 0.40134, 2.36565], [-4.26079, -1.00263, 4.78095], [-3.68280, -1.87535, 3.53585], [-0.12410, -0.75804, -3.88865], [0.36233, 0.16178, -4.86599], [-0.37333, 1.27530, -5.13031], [0.48051, 2.11887, -6.08420], [-0.24272, 3.47379, -6.26490], [0.79126, 1.52279, -7.36774], [-1.02104, -1.22548, -4.33730], [-0.34385, -0.26573, -2.96061], [0.59727, -1.54043, -3.68039], [-1.32978, 1.01353, -5.69070], [-0.59104, 1.81616, -4.16478], [1.46842, 2.18748, -5.57876], [0.42182, 4.20697, -6.64029], [-0.62498, 3.80838, -5.33414], [-1.12117, 3.44269, -6.92215], [1.31768, 0.66672, -7.22474], [0.06798, 1.35690, -8.04452], [1.60661, -1.10921, 7.25977], [2.35532, -1.10948, 5.94885], [2.10427, -2.33510, 5.16959], [1.94093, -0.03634, 5.11727], [0.53674, -1.12427, 6.93295], [1.94052, -0.21789, 7.81082], [1.77492, -2.01322, 7.88112], [3.44006, -0.96118, 6.17864], [1.05864, -2.45449, 4.91536], [2.38781, -3.26919, 5.71297], [2.69609, -2.21496, 4.25379], [2.22610, 0.77450, 5.52244], [2.63465, -3.63474, 0.20908], [2.34880, -3.54252, -1.26086], [3.14408, -4.51309, -2.16506], [0.88651, -3.72874, -1.55769], [2.50573, -4.61868, 0.62924], [2.00786, -2.98801, 0.73702], [3.61079, -3.24236, 0.58920], [2.63263, -2.51275, -1.53775], [4.19553, -4.30522, -2.04548], [2.84212, -4.32062, -3.23058], [2.86127, -5.51551, -1.91706], [0.42975, -3.16537, -0.94046], [2.65370, 4.59444, -2.95421], [2.97606, 3.27043, -2.19904], [1.75771, 2.34415, -2.05800], [4.15284, 2.62940, -2.68283], [3.60574, 5.17954, -3.14905], [1.96111, 5.18661, -2.35358], [2.09586, 4.36723, -3.86711], [3.32427, 3.55173, -1.17271], [0.84158, 2.90827, -2.01848], [1.89315, 1.76477, -1.10395], [1.66819, 1.50854, -2.82268], [3.95631, 1.88714, -3.29894], [-1.54004, 3.74791, -0.46209], [-2.44034, 3.64926, -1.71067], [-2.25144, 4.83481, -2.63969], [-2.04031, 2.49925, -2.45893], [-2.01868, 4.50848, 0.16371], [-0.51188, 4.07987, -0.61594], [-1.55388, 2.83121, 0.08292], [-3.48605, 3.57142, -1.39018], [-2.63833, 4.61398, -3.62817], [-1.20937, 4.95706, -2.69331], [-2.66320, 5.74901, -2.23715], [-2.65601, 1.73712, -2.35209], [0.86104, -0.25241, -0.04432], [-0.12644, -0.95983, 0.93368], [-0.96321, 0.04143, 1.68673], [-0.84434, -2.05261, 0.32551], [1.26761, 0.57783, 0.51574], [0.31646, 0.11521, -0.88372], [1.70013, -0.92298, -0.38278], [0.48242, -1.45279, 1.72209], [-1.41981, 0.72537, 0.98891], [-0.29039, 0.57504, 2.29063], [-1.71354, -0.44136, 2.34301], [-1.40789, -1.72987, -0.43842]], "smiles": "COC[C@H](C)N.COC[C@H](C)N.COC[C@H](C)N.COC[C@H](C)N.COC[C@H](C)N.COC[C@H](C)N.CC(C)O.CC(C)O.CC(C)O.CC(C)O.CC(C)O", "homo_lumo_gap_ha": 0.344, "charge": 0, "de_lowest_kj_mol": 9.0, "e_tot_ha": -2705.5252}

{"formula": "C39H112N6O14", "method": "ωB97M-V with the def2-TZVPD basis set", "species": ["C", "C", "C", "O", "C", "N", "H", "H", "H", "H", "H", "H", "H", "H", "H", "H", "H", "C", "C", "C", "O", "C", "N", "H", "H", "H", "H", "H", "H", "H", "H", "H", "H", "H", "C", "C", "C", "O", "C", "N", "H", "H", "H", "H", "H", "H", "H", "H", "H", "H", "H", "C", "C", "C", "O", "C", "N", "H", "H", "H", "H", "H", "H", "H", "H", "H", "H", "H", "C", "C", "C", "O", "C", "N", "H", "H", "H", "H", "H", "H", "H", "H", "H", "H", "H", "C", "C", "C", "O", "C", "N", "H", "H", "H", "H", "H", "H", "H", "H", "H", "H", "H", "O", "H", "H", "O", "H", "H", "O", "H", "H", "C", "C", "C", "O", "H", "H", "H", "H", "H", "H", "H", "H", "C", "C", "C", "O", "H", "H", "H", "H", "H", "H", "H", "H", "C", "C", "C", "O", "H", "H", "H", "H", "H", "H", "H", "H", "C", "C", "C", "O", "H", "H", "H", "H", "H", "H", "H", "H", "C", "C", "C", "O", "H", "H", "H", "H", "H", "H", "H", "H"], "coordinates": [[-17.07300, -22.23770, 4.18365], [-16.14076, -20.99544, 4.20766], [-15.45259, -20.89187, 5.55624], [-14.65608, -19.63479, 5.54303], [-13.85060, -19.46829, 6.68958], [-15.12826, -21.05114, 3.11406], [-17.55263, -22.32014, 3.17974], [-17.85929, -22.27988, 4.99563], [-16.48313, -23.13139, 4.28150], [-16.73435, -20.12083, 4.02709], [-14.68826, -21.67185, 5.69348], [-16.14150, -20.93340, 6.42250], [-12.79856, -19.77193, 6.58806], [-14.26809, -20.05524, 7.52336], [-14.01193, -18.45696, 7.04337], [-14.48937, -20.28962, 3.33162], [-14.53155, -21.84008, 3.36514], [-10.99183, -21.68662, 5.46912], [-10.49886, -23.14390, 5.29705], [-11.14812, -23.72090, 4.04208], [-12.55886, -23.70174, 4.12338], [-13.04333, -24.60025, 3.09026], [-9.03945, -23.19287, 5.08961], [-10.33124, -21.18773, 6.18319], [-12.04356, -21.64230, 5.82129], [-10.96449, -21.19844, 4.50205], [-10.82875, -23.69763, 6.22370], [-10.81840, -24.74018, 3.96930], [-10.83604, -23.15404, 3.17564], [-14.12317, -24.54017, 3.06046], [-12.76933, -25.66510, 3.25429], [-12.62729, -24.32032, 2.08263], [-8.54533, -23.14459, 5.96205], [-8.71950, -24.06880, 4.66559], [-10.69952, -23.39818, -3.32043], [-10.09167, -22.76578, -2.08308], [-9.54223, -23.67831, -1.04937], [-10.52971, -24.58707, -0.70573], [-10.14327, -25.41101, 0.35764], [-9.14847, -21.69927, -2.44653], [-11.26954, -22.70626, -3.95325], [-11.37137, -24.25756, -3.08185], [-9.88229, -23.85072, -3.90503], [-10.88815, -22.20732, -1.53822], [-9.27406, -23.09078, -0.10402], [-8.62009, -24.19830, -1.39580], [-10.02562, -24.79561, 1.28255], [-9.15711, -25.89132, 0.19388], [-10.91135, -26.15246, 0.49443], [-8.46229, -22.07670, -3.06588], [-8.78213, -21.22954, -1.64947], [-14.17363, -15.11552, 7.94383], [-13.71292, -14.14263, 6.90626], [-13.70936, -14.86927, 5.51250], [-13.57020, -14.02853, 4.36373], [-12.17508, -13.70368, 4.23313], [-14.51096, -12.92774, 6.92257], [-15.23049, -15.33632, 7.72939], [-14.06950, -14.65809, 8.92244], [-13.59180, -16.07939, 7.87048], [-12.64530, -13.96419, 7.17373], [-14.61149, -15.43130, 5.26153], [-12.84226, -15.53042, 5.45930], [-11.73161, -13.34158, 5.17829], [-12.07480, -12.90418, 3.49094], [-11.73102, -14.67653, 4.06245], [-14.15623, -12.39120, 6.13383], [-15.52454, -13.04962, 6.91942], [-9.73648, -13.00108, 0.77674], [-10.13675, -14.48539, 0.81186], [-10.39137, -14.97873, -0.60337], [-11.42170, -14.21559, -1.15881], [-11.88209, -14.75423, -2.39350], [-8.96138, -15.19766, 1.43738], [-10.41806, -12.36470, 0.20432], [-8.72289, -12.86878, 0.38646], [-9.72809, -12.55806, 1.77085], [-11.01982, -14.61879, 1.42305], [-10.78740, -16.03002, -0.62298], [-9.46630, -14.94472, -1.19578], [-11.05273, -14.83303, -3.10651], [-12.72435, -14.18730, -2.83797], [-12.19943, -15.83920, -2.28104], [-9.22346, -15.35655, 2.39814], [-8.85275, -16.14992, 1.12311], [-11.90759, -21.08623, 1.20358], [-12.09589, -19.56902, 1.30827], [-11.68986, -19.12417, 2.68121], [-11.61993, -17.73747, 2.86314], [-12.90487, -17.14892, 2.82883], [-11.23876, -18.94535, 0.27431], [-12.40130, -21.44114, 0.29581], [-12.37361, -21.52007, 2.09665], [-10.87752, -21.42533, 1.18386], [-13.15239, -19.46777, 1.03673], [-10.67113, -19.41415, 2.96201], [-12.35633, -19.47045, 3.45783], [-13.34644, -17.34327, 1.83052], [-12.78266, -16.07231, 2.99458], [-13.55416, -17.63654, 3.58686], [-11.44734, -19.28167, -0.69515], [-11.22810, -17.95378, 0.29680], [-8.51819, -20.46572, 0.15782], [-9.34356, -19.93132, 0.21516], [-8.37378, -21.05935, 0.94814], [-12.57852, -20.25422, -2.38024], [-11.90190, -20.00919, -3.06809], [-12.69607, -21.24724, -2.48376], [-8.61833, -21.40063, 3.04438], [-8.64447, -22.05842, 3.76777], [-8.12402, -20.68675, 3.42201], [-17.11605, -17.23048, 3.43208], [-17.93008, -16.02096, 3.07952], [-17.35317, -14.77870, 3.63484], [-17.91858, -15.98122, 1.65177], [-17.03190, -17.45532, 4.52052], [-16.09595, -17.19192, 3.01166], [-17.57375, -18.09118, 2.93218], [-18.96226, -16.16328, 3.42125], [-17.92513, -13.88168, 3.43902], [-16.30692, -14.60708, 3.30396], [-17.30315, -14.84019, 4.74741], [-18.54138, -15.31076, 1.33260], [-10.39837, -17.88285, -5.49962], [-9.64320, -18.79626, -4.56587], [-9.24566, -18.04027, -3.31587], [-10.46197, -19.88885, -4.25093], [-11.20855, -17.39370, -4.99217], [-10.79931, -18.50726, -6.30796], [-9.71873, -17.09851, -5.82842], [-8.69175, -19.09363, -5.00198], [-10.08662, -17.72472, -2.71761], [-8.69472, -17.16508, -3.59189], [-8.63342, -18.65204, -2.62002], [-9.98063, -20.56739, -3.70520], [-15.64437, -13.54671, -0.77454], [-14.94532, -13.82702, 0.51962], [-14.73368, -15.27850, 0.81032], [-13.62233, -13.14239, 0.51182], [-15.72356, -12.46856, -0.89366], [-16.67951, -13.94411, -0.73035], [-15.12480, -13.90591, -1.66743], [-15.52016, -13.34817, 1.33809], [-14.00442, -15.65751, 0.09930], [-15.64190, -15.85088, 0.77666], [-14.21157, -15.39850, 1.74472], [-13.10953, -13.62739, -0.18508], [-15.76036, -18.76683, -0.05104], [-16.69387, -18.10582, -1.04272], [-16.82774, -19.02783, -2.27220], [-17.97746, -17.83195, -0.52628], [-14.78328, -19.08969, -0.45617], [-16.33141, -19.64928, 0.25595], [-15.56278, -18.13486, 0.84067], [-16.26588, -17.13526, -1.31134], [-17.34718, -18.51425, -3.05667], [-17.42116, -19.89854, -1.95732], [-15.88289, -19.33019, -2.69316], [-17.84484, -17.28654, 0.26143], [-14.37711, -23.95248, -3.65886], [-14.78304, -23.11856, -2.49392], [-15.77523, -23.86215, -1.59864], [-13.56258, -22.80451, -1.76680], [-14.45693, -25.00411, -3.39508], [-13.36097, -23.66141, -3.90989], [-15.09610, -23.80907, -4.48544], [-15.19256, -22.17881, -2.89558], [-16.01172, -23.31623, -0.70742], [-15.23631, -24.72576, -1.24259], [-16.70225, -24.22796, -1.93746], [-13.81837, -22.07476, -1.15432]], "homo_lumo_gap_ha": 0.346, "charge": 0, "de_lowest_kj_mol": 0.0, "e_tot_ha": -2934.8810}

no.,highest occupied orbital energy (eV),LUMO (eV)
1,-8.796,0.6
2,-9.052,0.4